# 1
The following is a DFT calculation (ωB97M-V with the def2-TZVPD basis set) of a cluster of 2 separate species, C4H13N2OS in total at a distorted geometry.

Atoms and positions in Å:
N 1.1757 -2.2288 0.1991
C 0.6053 -1.2033 -0.6663
C 1.3554 0.1640 -0.5713
S 2.5520 0.3825 -1.9028
C -0.8904 -1.0227 -0.4173
N -1.1693 -0.5092 0.9455
C -2.3081 0.4108 1.0235
H 1.6604 -2.9901 -0.2576
H 1.8365 -1.8433 0.8700
H 0.7215 -1.5610 -1.6899
H 0.5828 0.9325 -0.5521
H 1.8854 0.2068 0.3840
H -1.3991 -1.9898 -0.4738
H -1.2892 -0.3646 -1.1978
H -0.2914 -0.1407 1.2590
H -2.7843 0.4531 0.0498
H -1.9455 1.4096 1.2759
H -2.9855 0.0533 1.7962
H 1.2473 3.1295 -0.7369
H 0.9074 3.3871 0.7716
O 0.5329 3.3244 -0.1089

For the LUMO energy, the calculation gives 3.607 eV. The value obtained for the HOMO energy is -2.596 eV. The net charge is -1.



# 2
The following is a DFT calculation (ωB97M-V with the def2-TZVPD basis set) of a structure of composition C3H2ClNO at a distorted geometry.

Atoms and positions in Å:
C 0.2057 -0.3263 0.7058
C 0.0438 1.1165 0.3931
C 0.2205 -0.6181 -0.7333
N -0.5068 0.6622 -0.7387
O 0.1676 2.1466 1.0058
Cl -0.8495 -1.1466 1.8339
H 1.0681 -0.5360 -1.2463
H -0.3494 -1.2983 -1.2203

For the LUMO energy (spin up / spin down), the calculation gives -1.358 / -1.359 eV. The value obtained for the HOMO energy (spin up / spin down) is -10.257 / -10.256 eV.